C38H32Br2ClN2O2PRb | wB97M-V/def2-TZVPD

Last column: Löwdin charge in e.
CARTESIAN COORDINATES (ANGSTROEM)
Rb1 -0.969 1.029 0.042  0.845
Br1 4.437 1.232 -5.304  0.722
Br2 -0.540 -4.823 -4.758  0.719
Cl1 -1.214 3.094 5.767  0.582
P1 1.266 -0.441 1.644  1.009
O1 1.083 1.790 0.866  -0.441
O2 2.190 3.175 2.221  0.007
N1 0.665 1.204 -2.566  0.109
N2 -0.999 -0.846 -2.348  0.086
C1 3.190 -3.460 3.817  -0.100
C2 0.992 -3.147 2.190  -0.132
C3 -4.146 2.474 -0.979  -0.296
C4 1.786 -2.037 2.467  -0.347
C5 2.866 -2.139 -1.704  -0.101
C6 -2.417 -0.109 2.757  -0.449
C7 -1.818 -1.854 -2.162  -0.127
C8 -3.662 3.447 -0.112  -0.064
C9 -0.726 -3.185 -3.779  -0.652
C10 2.361 -0.749 0.202  -0.328
C11 -2.828 -1.101 1.896  -0.122
C12 2.106 -1.871 -0.584  -0.095
C13 -2.663 2.145 3.684  -0.150
C14 2.889 1.212 -4.176  -0.666
C15 0.003 -0.970 -3.246  -0.204
C16 3.381 0.113 -0.183  -0.065
C17 -1.649 1.886 4.599  -0.722
C18 1.808 2.071 1.866  -0.779
C19 -1.931 4.021 -1.672  -0.112
C20 -3.041 1.175 2.790  -0.120
C21 0.921 0.143 -3.353  -0.204
C22 2.210 0.783 2.633  -0.230
C23 3.887 -1.279 -2.073  -0.118
C24 -2.556 4.211 -0.451  -0.084
C25 -3.500 2.284 -2.197  -0.071
C26 2.043 0.133 -4.209  -0.069
C27 -5.346 1.646 -0.623  -0.042
C28 2.412 -4.561 3.499  -0.110
C29 2.889 -2.213 3.295  -0.083
C30 -2.405 3.056 -2.546  -0.109
C31 -1.362 -0.313 3.701  -0.107
C32 -0.998 0.656 4.599  -0.151
C33 1.306 -4.399 2.680  -0.094
C34 0.147 -2.154 -4.001  -0.064
C35 1.503 2.211 -2.549  -0.120
C36 4.133 -0.149 -1.314  -0.089
C37 -1.748 -3.065 -2.840  -0.084
C38 2.653 2.287 -3.330  -0.083
H1 0.932 -2.260 -4.729  0.097
H2 -3.869 1.366 2.117  0.083
H3 -5.932 2.124 0.159  0.080
H4 0.102 -3.007 1.587  0.090
H5 1.261 3.018 -1.869  0.116
H6 -3.687 -0.958 1.254  -0.005
H7 -4.173 3.632 0.825  0.114
H8 -1.094 4.645 -1.955  0.104
H9 -2.430 -3.873 -2.638  0.101
H10 1.307 -2.550 -0.310  0.096
H11 -3.166 3.102 3.706  0.091
H12 -2.414 -2.093 1.957  0.003
H13 -5.981 1.492 -1.494  0.077
H14 -5.032 0.667 -0.262  0.074
H15 -3.877 1.542 -2.889  0.114
H16 0.690 -5.252 2.427  0.097
H17 -2.605 -1.698 -1.433  0.111
H18 3.518 -1.373 3.553  0.091
H19 4.922 0.531 -1.603  0.104
H20 -2.201 4.972 0.230  0.114
H21 1.838 0.805 3.661  0.085
H22 4.483 -1.487 -2.950  0.097
H23 -1.937 2.919 -3.511  0.104
H24 3.323 3.129 -3.274  0.106
H25 4.045 -3.578 4.472  0.095
H26 -0.214 0.469 5.318  0.096
H27 2.662 -5.537 3.892  0.092
H28 2.252 -0.696 -4.866  0.100
H29 2.659 -3.021 -2.296  0.102
H30 3.293 0.631 2.648  0.082
H31 -0.865 -1.273 3.726  0.090
H32 3.576 1.004 0.394  0.104

Values from the calculation:
- Charge: -1
- Total energy: -209554.4767 eV
- LUMO level: 0.0473 Ha
- Max |F|: 2.3 eV/Å
- E_HOMO: -2.363 eV
- HOMO-LUMO gap: 3.65 eV
- Energy above the lowest of the compared OMol25 structures with the same formula, charge and spin: 34.7 kcal per mole

***

C38H32BrCl4GeN2O2PdSSi | wB97M-V/def2-TZVPD

Last column: Löwdin charge in e.
CARTESIAN COORDINATES (ANGSTROEM)
Pd1 -0.441 1.528 0.696  0.906
Br1 1.894 2.013 6.980  0.706
Ge1 -1.326 -0.480 -1.435  0.960
Cl1 -0.728 7.583 -2.339  0.608
Cl2 1.425 5.964 -0.686  0.640
Cl3 -3.661 6.467 -2.552  0.608
Cl4 -4.379 3.734 -1.139  0.663
S1 -0.968 -1.417 1.609  0.903
Si1 1.361 -3.838 2.634  0.507
O1 0.354 3.517 0.529  -0.229
O2 -2.133 2.504 0.261  -0.235
N1 1.120 0.008 0.929  -0.038
N2 1.663 2.305 2.891  0.066
C1 -1.848 3.682 -0.276  -0.390
C2 -3.008 -1.152 -2.190  -0.263
C3 1.179 -1.820 -2.319  -0.096
C4 3.190 3.999 3.591  -0.053
C5 -2.788 4.413 -0.988  -0.629
C6 -4.389 -1.743 -4.090  -0.095
C7 -1.495 -0.117 0.492  -0.745
C8 2.415 0.300 0.820  -0.142
C9 2.047 -2.898 -2.455  -0.091
C10 1.770 -3.760 4.460  -0.175
C11 -0.141 3.550 -3.658  -0.085
C12 1.681 -2.118 1.919  -0.229
C13 -3.223 -1.201 -3.568  -0.112
C14 -2.461 5.622 -1.625  -0.736
C15 0.826 2.842 -2.956  -0.084
C16 -3.994 -1.670 -1.352  -0.105
C17 -1.747 1.833 -3.147  -0.111
C18 -0.405 -3.231 -1.217  -0.130
C19 -5.362 -2.252 -3.241  -0.105
C20 0.453 -4.313 -1.354  -0.109
C21 -0.790 1.111 -2.437  -0.269
C22 2.482 3.314 2.613  -0.135
C23 3.021 -1.763 1.808  -0.084
C24 3.409 -0.547 1.254  -0.053
C25 -0.359 -4.529 2.422  -0.200
C26 -5.162 -2.217 -1.869  -0.096
C27 0.502 1.637 -2.352  -0.135
C28 -0.053 -1.962 -1.685  -0.259
C29 1.505 1.948 4.157  -0.179
C30 2.171 2.585 5.194  -0.681
C31 -0.516 4.196 -0.153  -0.431
C32 0.751 -1.162 1.468  -0.577
C33 1.688 -4.145 -1.968  -0.114
C34 3.034 3.629 4.918  -0.126
C35 -0.218 5.398 -0.792  -0.624
C36 2.556 -5.007 1.783  -0.169
C37 -1.427 3.043 -3.754  -0.080
C38 -1.174 6.110 -1.531  -0.735
H1 -0.663 -4.536 1.374  0.006
H2 -2.472 -0.810 -4.245  0.102
H3 2.773 -3.360 4.623  0.028
H4 1.822 3.252 -2.842  0.102
H5 3.839 4.820 3.318  0.104
H6 -4.541 -1.765 -5.163  0.097
H7 -3.857 -1.636 -0.276  0.092
H8 -0.347 -5.562 2.784  0.034
H9 3.002 -2.762 -2.949  0.097
H10 -1.372 -3.380 -0.748  0.090
H11 0.157 -5.289 -0.986  0.101
H12 2.639 1.261 0.372  0.111
H13 1.472 -0.856 -2.719  0.085
H14 -1.109 -3.977 2.987  0.014
H15 1.256 1.129 -1.761  0.073
H16 0.824 1.127 4.357  0.106
H17 -2.531 0.122 0.732  0.003
H18 2.528 3.608 1.569  0.093
H19 3.559 4.138 5.714  0.099
H20 2.358 -6.036 2.093  0.032
H21 2.363 -4.987 -2.073  0.097
H22 1.725 -4.753 4.915  0.029
H23 -2.198 3.607 -4.266  0.107
H24 -5.918 -2.610 -1.199  0.096
H25 -6.274 -2.671 -3.648  0.094
H26 2.435 -4.946 0.699  0.014
H27 3.788 -2.452 2.147  0.097
H28 1.065 -3.114 4.988  0.034
H29 4.448 -0.266 1.164  0.102
H30 -2.771 1.482 -3.191  0.093
H31 0.100 4.512 -4.093  0.106
H32 3.599 -4.785 2.019  0.026

Values from the calculation:
- Charge: -1
- Total energy: -245845.5595 eV
- LUMO level: 0.0774 Ha
- Max |F|: 0.9 eV/Å
- E_HOMO: -3.915 eV
- HOMO-LUMO gap: 6.02 eV
- Energy above the lowest of the compared OMol25 structures with the same formula, charge and spin: 10.0 kcal per mole

***

C38H32BrCl4GeN2O2PdSSi | wB97M-V/def2-TZVPD

Last column: Löwdin charge in e.
CARTESIAN COORDINATES (ANGSTROEM)
Pd1 -1.032 0.161 0.162  0.752
Br1 3.224 2.088 4.120  0.720
Ge1 -1.776 -2.819 -0.909  1.022
Cl1 2.879 -3.306 -2.012  0.698
Cl2 3.725 -3.818 3.308  0.645
Cl3 4.511 -4.556 0.362  0.628
Cl4 1.378 -1.803 3.823  0.708
S1 -1.955 2.091 1.472  0.570
Si1 -4.550 4.287 0.896  0.492
O1 0.024 -0.949 1.472  -0.247
O2 0.782 -1.574 -1.255  -0.167
N1 -2.383 1.249 -0.913  -0.110
N2 2.082 1.065 0.313  0.087
C1 -3.974 -1.290 0.291  -0.126
C2 2.481 -2.906 -0.372  -0.605
C3 -3.245 5.534 1.384  -0.185
C4 1.407 -2.057 -0.153  -0.293
C5 -5.256 3.411 2.392  -0.186
C6 -0.710 -3.764 -3.464  -0.101
C7 -2.818 2.173 -0.026  -0.766
C8 -2.381 -5.964 -3.702  -0.099
C9 2.857 -3.132 1.979  -0.720
C10 -4.498 -2.268 -1.830  -0.114
C11 -0.914 -4.272 2.987  -0.105
C12 -4.453 2.894 -1.603  -0.092
C13 4.444 1.850 1.554  -0.125
C14 -1.512 -3.591 1.935  -0.102
C15 -0.591 -4.612 -4.558  -0.091
C16 -5.958 5.214 0.056  -0.197
C17 -6.094 -0.831 -0.747  -0.101
C18 0.346 -5.587 1.422  -0.086
C19 -0.249 -4.898 0.374  -0.105
C20 0.021 -5.265 2.732  -0.099
C21 3.263 1.728 2.261  -0.666
C22 4.415 1.570 0.197  -0.067
C23 -5.211 -0.661 0.311  -0.084
C24 -1.182 -3.887 0.615  -0.255
C25 1.025 -1.706 1.172  -0.423
C26 -0.615 -1.248 -1.187  -0.389
C27 -1.664 -4.000 -2.475  -0.276
C28 -3.597 -2.109 -0.777  -0.261
C29 -2.958 1.122 -2.104  -0.130
C30 3.212 -3.459 0.677  -0.728
C31 -1.429 -5.711 -4.681  -0.105
C32 -3.998 1.935 -2.502  -0.074
C33 3.212 1.183 -0.375  -0.134
C34 -3.889 3.039 -0.345  -0.251
C35 2.102 1.334 1.615  -0.189
C36 -5.737 -1.638 -1.817  -0.102
C37 -2.491 -5.117 -2.608  -0.119
C38 1.803 -2.259 2.210  -0.601
H1 0.508 -5.776 3.554  0.100
H2 5.357 2.148 2.051  0.098
H3 -0.825 -0.845 -2.182  0.046
H4 -2.216 -2.799 2.156  0.093
H5 0.164 -4.418 -5.311  0.098
H6 -1.334 -6.374 -5.532  0.094
H7 -1.162 -4.009 4.008  0.099
H8 -6.774 4.545 -0.228  0.028
H9 -2.570 0.340 -2.746  0.106
H10 -0.038 -2.919 -3.369  0.085
H11 0.033 -5.142 -0.645  0.102
H12 1.087 -6.350 1.216  0.104
H13 -3.229 -5.334 -1.843  0.106
H14 -3.033 -6.825 -3.789  0.095
H15 -5.277 3.537 -1.896  0.089
H16 -7.051 -0.324 -0.743  0.096
H17 -3.646 6.251 2.106  0.027
H18 -6.418 -1.773 -2.648  0.095
H19 5.313 1.637 -0.403  0.099
H20 -4.486 2.814 2.879  0.002
H21 3.152 0.937 -1.430  0.110
H22 -4.227 -2.883 -2.682  0.089
H23 -2.387 5.031 1.830  0.003
H24 -2.899 6.090 0.509  0.031
H25 -6.366 5.959 0.743  0.026
H26 1.169 1.207 2.152  0.083
H27 -5.622 5.740 -0.841  0.028
H28 -6.072 2.747 2.098  0.026
H29 -4.448 1.808 -3.477  0.097
H30 -3.287 -1.104 1.108  0.075
H31 -5.468 -0.015 1.142  0.101
H32 -5.650 4.132 3.113  0.027

Values from the calculation:
- Charge: -1
- Total energy: -245845.9944 eV
- LUMO level: 0.0905 Ha
- Max |F|: 0.2 eV/Å
- E_HOMO: -4.709 eV
- HOMO-LUMO gap: 7.17 eV
- Energy above the lowest of the compared OMol25 structures with the same formula, charge and spin: 0.0 kcal per mole